DFT (ωB97M-V/def2-TZVPD) results for a cluster of 2 separate species, C3H10NO in total.

As for the multiplicity: 2. Its energy above the lowest of the compared OMol25 structures with the same formula, charge and spin is 166.8 kJ/mol. The calculation puts the orbital gap (spin up / spin down) at 4.440 / 10.040 eV. The total charge is 0.

Positions of all 15 atoms, in Å:
C 0.850 -0.556 1.407
C -0.085 0.543 1.011
C 0.144 1.476 0.104
O -0.816 2.393 -0.233
H 0.345 -1.524 1.385
H 1.710 -0.615 0.738
H 1.220 -0.396 2.421
H -1.037 0.561 1.530
H 1.070 1.521 -0.465
H -0.399 3.229 -0.476
N -0.575 -1.327 -1.495
H -1.592 -1.397 -1.232
H -0.058 -2.150 -1.089
H -0.535 -1.324 -2.539
H -0.243 -0.436 -1.067

Mulliken population analysis, charges in e, atoms 1 to 4: atom 1 (C): -1.2912, atom 2 (C): -0.1354, atom 3 (C): -0.3762, atom 4 (O): -0.4373

DFT (ωB97M-V/def2-TZVPD) results for a cluster of 2 separate species, C3H10NO in total in a non-equilibrium geometry.

As for the multiplicity: 1. Its energy above the lowest of the compared OMol25 structures with the same formula, charge and spin is 186.1 kJ/mol. The calculation puts the orbital gap at 10.766 eV. The total charge is +1.

Positions of all 15 atoms, in Å:
C -1.235 0.698 1.197
C 2.443 0.032 -0.187
C -1.473 0.323 -0.024
N -1.213 -1.045 -0.502
O -1.963 0.981 -1.094
H 3.266 -0.582 -0.450
H -0.825 0.054 1.924
H -1.453 1.693 1.609
H 1.516 -0.423 0.042
H 2.421 0.622 0.730
H 2.105 0.646 -0.990
H -0.982 -1.763 0.244
H -1.941 -1.496 -1.127
H -0.287 -1.107 -1.089
H -2.268 1.912 -0.985

Mulliken population analysis, charges in e, atoms 1 to 4: atom 1 (C): -0.8844, atom 2 (C): -0.8363, atom 3 (C): 0.6607, atom 4 (N): -0.3960

DFT (ωB97M-V/def2-TZVPD) results for a cluster of 2 separate species, C3H10NO in total in a non-equilibrium geometry.

As for the multiplicity: 1. Its energy above the lowest of the compared OMol25 structures with the same formula, charge and spin is 131.0 kJ/mol. The calculation puts the orbital gap at 9.952 eV. The total charge is +1.

Positions of all 15 atoms, in Å:
C -0.189 -1.745 1.709
O -0.936 -0.528 1.488
H -0.875 -2.585 1.714
H 0.288 -1.698 2.685
H 0.533 -1.877 0.905
H -0.644 0.166 2.089
C -0.567 1.086 -1.911
C 1.513 0.857 -0.682
N 0.312 0.526 -0.886
H -0.752 0.297 -2.636
H -1.466 1.525 -1.495
H -0.017 1.890 -2.398
H 1.969 1.647 -1.268
H 2.166 0.242 -0.074
H -0.109 -0.151 -0.231

Mulliken population analysis, charges in e, atoms 1 to 4: atom 1 (C): -0.4765, atom 2 (O): -0.5778, atom 3 (H): 0.2254, atom 4 (H): 0.3059